136
Properties=species:S:1:pos:R:3 method="wB97M-V/def2-TZVPD" e_above_lowest_kj_mol=94.4 gap_ev=8.0 total_charge=0 largest_force_ev_per_a=7.46 homo_ha=-0.3076
C 6.546 1.547 -3.839
O 5.747 0.573 -3.203
C 6.383 -0.544 -2.561
C 6.570 -1.814 -3.376
N 5.535 -1.961 -4.414
C 5.621 -3.270 -4.937
C 4.333 -3.549 -5.752
O 3.162 -3.759 -4.983
C 2.969 -4.994 -4.510
H 7.361 1.890 -3.202
H 5.927 2.445 -3.815
H 6.928 1.366 -4.844
H 5.739 -0.974 -1.794
H 7.359 -0.285 -2.149
H 6.633 -2.656 -2.687
H 7.572 -1.734 -3.798
H 4.641 -1.724 -4.006
H 5.504 -3.974 -4.113
H 6.567 -3.416 -5.458
H 4.459 -4.421 -6.394
H 4.187 -2.711 -6.433
H 2.928 -5.570 -5.435
H 1.928 -5.005 -4.187
H 3.717 -5.367 -3.811
C 4.859 3.473 2.545
O 5.849 2.708 3.353
C 6.607 1.802 2.555
C 7.776 1.154 3.317
N 7.596 0.448 4.672
C 6.325 -0.131 4.965
C 5.784 -1.256 3.982
O 6.280 -2.585 4.166
C 6.039 -3.164 5.434
H 5.171 3.939 1.610
H 4.516 4.301 3.166
H 4.017 2.810 2.349
H 7.090 2.287 1.707
H 5.892 1.018 2.306
H 8.496 1.938 3.550
H 8.499 0.632 2.690
H 8.310 -0.199 4.976
H 5.692 0.754 4.917
H 6.290 -0.510 5.987
H 6.102 -1.041 2.961
H 4.700 -1.148 3.985
H 4.996 -3.464 5.536
H 6.481 -2.592 6.250
H 6.465 -4.167 5.421
C -1.249 6.488 2.962
C -1.212 7.795 2.420
C -2.182 8.158 1.486
C -3.291 7.332 1.254
C -3.362 6.107 1.915
C -2.339 5.658 2.756
O -2.483 4.551 3.473
O -2.026 9.299 0.702
H -0.550 6.285 3.760
H -0.375 8.444 2.627
H -4.029 7.601 0.513
H -4.265 5.550 1.712
H -1.827 4.243 4.103
H -2.871 9.410 0.261
C -1.926 -1.358 -0.546
C -1.046 -1.561 -1.590
C 0.061 -0.729 -1.775
C 0.374 0.204 -0.721
C -0.530 0.379 0.368
C -1.655 -0.369 0.371
O -2.518 -0.067 1.444
O 0.934 -0.715 -2.801
H -2.807 -1.982 -0.592
H -1.216 -2.211 -2.435
H 1.284 0.786 -0.690
H -0.577 1.127 1.146
H -2.373 0.826 1.765
H 0.777 -1.463 -3.382
C -5.228 -2.993 -6.375
C -5.541 -3.076 -7.858
O -6.679 -3.955 -7.783
C -6.528 -4.696 -6.764
O -7.085 -5.789 -6.544
O -5.447 -4.313 -6.025
H -5.931 -2.407 -5.782
H -4.165 -2.757 -6.355
H -4.750 -3.491 -8.482
H -6.008 -2.156 -8.209
C -6.925 2.448 5.150
C -8.030 2.435 6.275
O -9.260 2.193 5.502
C -8.925 1.401 4.403
O -9.680 0.698 3.693
O -7.517 1.592 4.190
H -5.986 1.940 5.371
H -6.707 3.438 4.750
H -8.091 3.414 6.751
H -7.913 1.600 6.965
C 2.635 -5.401 0.529
C 1.859 -5.282 1.779
O 1.924 -6.603 2.343
C 2.357 -7.455 1.359
O 2.498 -8.627 1.470
O 2.662 -6.731 0.280
H 3.651 -5.006 0.553
H 2.124 -4.725 -0.156
H 0.849 -4.945 1.547
H 2.425 -4.499 2.284
C -0.113 4.395 -4.412
C 0.497 5.041 -3.171
O 1.886 4.934 -3.566
C 1.934 5.062 -4.906
O 2.836 5.502 -5.546
O 0.711 4.811 -5.419
H -1.128 4.792 -4.453
H -0.200 3.308 -4.405
H 0.337 4.449 -2.270
H 0.040 6.008 -2.961
C -4.792 -3.964 5.147
C -6.249 -4.401 4.933
O -6.969 -3.819 5.995
C -6.082 -3.004 6.734
O -6.483 -2.399 7.715
O -4.907 -3.036 6.222
H -4.482 -3.420 4.255
H -4.058 -4.735 5.382
H -6.328 -5.487 4.891
H -6.607 -3.937 4.014
C -7.665 2.281 -1.675
C -7.410 0.764 -1.817
O -6.255 0.833 -2.632
C -6.301 2.015 -3.366
O -5.707 2.345 -4.387
O -7.222 2.738 -2.894
H -6.961 2.622 -0.916
H -8.683 2.624 -1.493
H -8.244 0.129 -2.116
H -6.852 0.412 -0.950

=====

125
Properties=species:S:1:pos:R:3 method="wB97M-V/def2-TZVPD" gap_ev=10.1 total_charge=0 largest_force_ev_per_a=5.63 homo_ha=-0.3540
N 16.345 18.986 13.800
C 17.366 18.443 13.133
C 17.868 18.862 11.936
C 17.378 20.007 11.339
C 16.326 20.630 11.945
C 15.821 20.100 13.167
H 17.662 17.504 13.539
H 18.520 18.162 11.443
H 17.805 20.413 10.417
H 15.831 21.481 11.506
H 14.867 20.332 13.683
C 17.753 12.034 8.877
C 16.478 11.614 9.480
C 15.635 10.653 8.539
C 15.181 11.351 7.333
N 14.873 11.789 6.330
H 18.224 12.864 9.468
H 17.634 12.393 7.822
H 18.432 11.217 8.858
H 15.893 12.559 9.625
H 16.512 11.255 10.477
H 14.664 10.158 8.978
H 16.338 9.813 8.355
C 11.322 17.038 17.578
C 11.960 16.451 16.300
C 12.811 17.514 15.564
C 12.160 18.776 15.336
N 11.411 19.662 15.244
H 10.552 16.417 18.091
H 10.797 18.008 17.419
H 12.114 17.215 18.416
H 11.188 16.023 15.692
H 12.541 15.617 16.617
H 13.211 17.051 14.621
H 13.724 17.668 16.103
C 18.810 12.992 17.904
C 17.861 12.457 16.816
C 16.385 12.263 17.348
C 15.478 13.347 17.825
N 14.692 14.023 18.240
H 18.625 14.018 18.123
H 19.840 12.984 17.538
H 18.762 12.368 18.830
H 18.188 11.469 16.399
H 17.904 13.076 15.969
H 16.526 11.627 18.198
H 15.825 11.574 16.585
C 17.380 14.739 6.435
C 15.924 15.011 6.908
C 15.715 16.255 7.770
C 16.712 16.350 8.854
N 17.329 16.017 9.755
H 17.760 15.670 5.985
H 17.314 14.061 5.600
H 18.174 14.295 7.059
H 15.468 14.179 7.491
H 15.327 15.150 5.916
H 14.760 16.520 8.296
H 15.790 17.231 7.249
C 19.660 14.842 13.044
C 20.710 14.584 14.154
C 21.414 13.221 14.136
C 20.462 12.141 14.287
N 19.691 11.263 14.219
H 19.398 15.887 13.071
H 18.836 14.130 13.264
H 20.052 14.555 12.079
H 20.100 14.745 15.080
H 21.494 15.379 14.144
H 22.009 13.191 15.067
H 21.995 13.006 13.215
C 10.006 16.250 12.059
C 10.330 17.042 10.811
C 11.500 18.061 11.035
C 12.780 17.488 11.483
N 13.713 16.858 11.780
H 9.131 15.703 11.973
H 9.813 16.806 12.968
H 10.958 15.611 12.342
H 9.431 17.586 10.439
H 10.593 16.303 10.050
H 11.207 18.865 11.795
H 11.661 18.490 10.092
C 13.000 13.570 9.948
C 11.966 12.580 9.500
C 11.775 11.435 10.551
C 13.008 10.658 10.874
N 13.888 10.214 11.425
H 13.774 13.132 10.551
H 12.645 14.435 10.436
H 13.398 14.075 9.017
H 12.370 12.033 8.639
H 11.082 13.109 9.184
H 11.048 10.763 10.213
H 11.493 11.827 11.522
C 15.385 15.375 14.235
C 15.957 14.904 12.893
O 14.957 14.019 12.407
C 13.977 13.844 13.311
O 12.987 13.180 13.187
O 14.219 14.617 14.492
H 15.109 16.436 14.222
H 16.060 15.173 15.053
H 16.887 14.336 12.993
H 15.981 15.785 12.253
C 15.560 9.010 13.897
C 16.612 9.187 12.748
O 16.976 10.587 12.762
C 16.354 11.207 13.741
O 16.331 12.388 13.999
O 15.603 10.342 14.511
H 15.852 8.317 14.678
H 14.494 8.828 13.534
H 16.203 8.920 11.801
H 17.530 8.621 12.968
C 10.366 12.666 14.934
C 9.828 11.334 15.550
O 9.380 10.609 14.427
C 9.472 11.330 13.304
O 9.149 10.897 12.271
O 9.853 12.581 13.574
H 11.447 12.759 14.819
H 10.011 13.577 15.454
H 9.044 11.579 16.236
H 10.604 10.775 16.137

=====

122
Properties=species:S:1:pos:R:3 method="wB97M-V/def2-TZVPD" e_above_lowest_kj_mol=124.5 gap_ev=3.4 total_charge=-2 largest_force_ev_per_a=0.66 homo_ha=0.0008
Rb -0.145 -0.265 0.461
O -3.690 -3.205 -1.354
C -2.755 -2.570 -0.532
O -2.210 -1.447 -1.054
C -2.455 -3.080 0.678
C -3.003 -4.342 1.181
C -2.657 -4.798 2.403
C -1.781 -4.047 3.257
C -1.303 -2.853 2.700
N -1.556 -2.377 1.509
C -0.410 -1.953 3.523
O -0.448 -2.178 4.856
O 0.297 -1.076 3.090
H -3.879 -2.559 -2.043
H -3.671 -4.908 0.544
H -3.052 -5.750 2.748
H -1.354 -4.500 4.144
H -1.171 -2.813 4.994
C 4.891 -3.033 1.757
C 3.517 -2.394 1.947
C 3.688 -0.932 2.363
P 2.314 -2.435 0.510
C 1.577 -4.147 0.574
C 0.793 -4.361 -0.721
C 2.399 -5.384 0.928
C 3.369 -2.320 -0.970
C 4.211 -3.340 -1.403
C 4.988 -3.273 -2.554
C 5.911 -4.393 -2.955
C 4.883 -2.099 -3.303
C 4.066 -1.060 -2.924
C 3.272 -1.099 -1.731
N 2.461 -0.108 -1.353
C 2.469 1.087 -2.056
C 3.524 2.017 -1.911
C 4.681 1.677 -1.017
C 3.473 3.243 -2.561
C 2.403 3.598 -3.375
C 2.345 4.951 -4.037
C 1.366 2.684 -3.509
C 1.374 1.449 -2.867
C 0.207 0.515 -3.022
H 5.479 -2.946 2.678
H 5.436 -2.524 0.960
H 4.836 -4.088 1.491
H 2.979 -2.917 2.748
H 4.117 -0.354 1.540
H 4.363 -0.847 3.222
H 2.728 -0.488 2.629
H 0.838 -4.019 1.376
H 1.472 -4.479 -1.570
H 0.128 -3.519 -0.927
H 0.167 -5.254 -0.643
H 3.114 -5.645 0.145
H 1.726 -6.241 1.050
H 2.942 -5.261 1.867
H 4.269 -4.245 -0.808
H 5.685 -5.301 -2.391
H 6.965 -4.153 -2.771
H 5.819 -4.637 -4.018
H 5.455 -2.003 -4.225
H 3.997 -0.181 -3.556
H 4.314 1.317 -0.053
H 5.322 2.548 -0.857
H 5.287 0.868 -1.435
H 4.295 3.942 -2.422
H 3.312 5.235 -4.460
H 2.057 5.733 -3.327
H 1.611 4.959 -4.845
H 0.514 2.935 -4.136
H -0.256 0.637 -4.003
H -0.573 0.723 -2.278
H 0.506 -0.525 -2.895
C 0.244 5.190 -0.836
C -0.941 4.622 -0.061
P -0.548 3.017 0.771
C 0.787 3.528 1.951
C 2.178 3.185 1.417
C -1.991 2.912 1.926
C -3.303 2.760 1.158
H -0.052 6.063 -1.425
H 0.660 4.446 -1.518
H 1.046 5.503 -0.163
H -1.767 4.420 -0.747
H -1.304 5.346 0.680
H 0.607 2.976 2.879
H 0.700 4.593 2.197
H 2.277 2.108 1.258
H 2.961 3.494 2.114
H 2.375 3.655 0.452
H -2.005 3.786 2.593
H -1.824 2.018 2.538
H -3.579 3.689 0.654
H -4.126 2.470 1.816
H -3.194 1.977 0.400
S -3.433 -0.237 3.658
C -4.253 1.115 4.091
N -3.734 2.241 4.684
C -4.677 3.344 4.586
C -6.003 2.580 4.564
N -5.589 1.355 3.906
H -2.745 2.391 4.555
H -4.543 3.907 3.655
H -4.597 4.024 5.433
H -6.775 3.102 4.000
H -6.362 2.400 5.586
H -6.194 0.564 3.767
C -4.644 2.191 -2.164
Ge -4.218 0.251 -2.200
C -6.052 -0.595 -2.259
C -3.478 -0.140 -3.993
C -2.959 -0.168 -0.822
H -5.278 2.475 -3.008
H -3.714 2.763 -2.208
H -5.163 2.456 -1.240
H -6.643 -0.171 -3.078
H -6.582 -0.418 -1.320
H -5.998 -1.677 -2.404
H -4.218 0.065 -4.771
H -3.166 -1.183 -4.074
H -2.598 0.478 -4.173
H -3.427 -0.262 0.169

=====

no.,calculated total energy (eV)
1,-100829.3472
2,-74968.8710
3,-145376.0908